(A)
{"formula": "C21H29FeN4O4S", "method": "ωB97M-V with the def2-TZVPD basis set", "elements": ["Fe", "C", "C", "C", "C", "C", "C", "H", "H", "H", "H", "H", "H", "N", "C", "C", "C", "O", "O", "H", "H", "H", "H", "H", "H", "O", "C", "O", "C", "N", "C", "C", "C", "H", "H", "H", "H", "H", "H", "H", "H", "H", "N", "C", "S", "N", "C", "C", "C", "C", "C", "C", "H", "H", "H", "H", "H", "H", "H", "H"], "xyz": [[0.47882, 1.14471, 0.17321], [2.90937, 2.19861, 0.33282], [3.04348, 1.11122, 1.19735], [2.16986, 0.96320, 2.27224], [1.15078, 1.90112, 2.48677], [1.02040, 2.99677, 1.62781], [1.89351, 3.13506, 0.54178], [3.56721, 2.29997, -0.51747], [3.82216, 0.37983, 1.02778], [2.27189, 0.11576, 2.93768], [0.46745, 1.77162, 3.31671], [0.22841, 3.71883, 1.77392], [1.77869, 3.97263, -0.13366], [-0.42109, -0.55261, 0.97421], [-1.88867, -0.33106, 1.15366], [-2.59092, 0.00881, -0.14412], [-2.07441, 1.23348, -0.88077], [-2.45468, 1.55607, -1.96785], [-1.12153, 1.92404, -0.21493], [-0.26643, -1.32637, 0.32735], [-0.06006, -0.88474, 1.88729], [-2.00711, 0.46411, 1.88840], [-2.32588, -1.22861, 1.58548], [-3.65213, 0.17423, 0.05113], [-2.54801, -0.82427, -0.85140], [2.77969, 1.19944, -2.54090], [1.70333, 0.63635, -2.52524], [0.99092, 0.35720, -1.47802], [1.05156, 0.23158, -3.84298], [2.08921, 0.40736, -4.92912], [1.49277, 1.27070, -6.02820], [-0.00323, 1.16863, -5.78437], [-0.10056, 1.15542, -4.26097], [0.74070, -0.81133, -3.81957], [2.39521, -0.49149, -5.29543], [2.89729, 0.85786, -4.47430], [1.83879, 0.90779, -6.99161], [1.86050, 2.28238, -5.87079], [-0.40307, 0.24649, -6.20993], [-0.53766, 2.00319, -6.23202], [-1.05668, 0.80492, -3.88130], [0.06148, 2.15973, -3.86232], [0.64880, -3.90686, 5.09384], [-0.15752, -2.97970, 4.56263], [0.52287, -1.52955, 4.00063], [-1.46901, -3.27607, 4.57593], [-2.55758, -2.50424, 4.07334], [-2.72983, -1.17459, 4.43353], [-3.83442, -0.48300, 3.95929], [-4.77722, -1.11795, 3.15871], [-4.62061, -2.45953, 2.84114], [-3.50590, -3.15334, 3.29288], [1.62457, -3.68273, 5.18623], [0.29218, -4.68655, 5.62367], [-1.72046, -4.20230, 4.89008], [-2.01690, -0.69529, 5.08937], [-3.98032, 0.54907, 4.25056], [-5.65173, -0.57861, 2.81959], [-5.37012, -2.97306, 2.25349], [-3.38020, -4.20265, 3.05224]], "lowdin_spin": [4.134, 0.044, 0.044, 0.048, 0.035, 0.015, 0.027, 0.001, 0.001, 0.001, 0.001, 0.001, 0.001, 0.116, 0.008, 0.005, 0.021, 0.033, 0.282, 0.004, 0.002, 0.000, 0.004, 0.000, 0.001, 0.016, 0.017, 0.128, 0.004, 0.001, 0.000, 0.000, 0.000, 0.000, 0.000, 0.000, 0.000, 0.000, 0.000, 0.000, 0.000, 0.000, 0.001, 0.001, 0.003, 0.000, 0.000, 0.000, 0.000, 0.000, 0.000, 0.000, 0.000, 0.000, 0.000, 0.000, 0.000, 0.000, 0.000, 0.000], "spin_multiplicity": 6, "total_charge": 2, "orbital_gap_ev": [8.01, 5.79], "e_lumo_ev": [-5.3, -7.5], "s2": 8.763}


(B)
{"formula": "C21H29FeN4O4S", "method": "ωB97M-V with the def2-TZVPD basis set", "elements": ["Fe", "C", "C", "C", "C", "C", "C", "H", "H", "H", "H", "H", "H", "N", "C", "C", "C", "O", "O", "H", "H", "H", "H", "H", "H", "O", "C", "O", "C", "N", "C", "C", "C", "H", "H", "H", "H", "H", "H", "H", "H", "H", "N", "C", "S", "N", "C", "C", "C", "C", "C", "C", "H", "H", "H", "H", "H", "H", "H", "H"], "xyz": [[0.14893, 0.61137, -0.03058], [-1.50401, 3.50366, 2.25142], [-1.19495, 3.56923, 0.90215], [-1.70758, 2.61257, 0.01857], [-2.55293, 1.60796, 0.49533], [-2.86972, 1.55920, 1.84801], [-2.34589, 2.49959, 2.71897], [-1.12568, 4.25243, 2.93343], [-0.60319, 4.39532, 0.52450], [-1.56019, 2.73603, -1.05047], [-3.00484, 0.90461, -0.19129], [-3.55400, 0.80214, 2.20907], [-2.61182, 2.47327, 3.76766], [1.64614, 2.12966, 0.05409], [2.72817, 1.82395, 1.04076], [3.43152, 0.49305, 0.76716], [2.45597, -0.66197, 0.78604], [2.43821, -1.53469, 1.63095], [1.56324, -0.60705, -0.18846], [2.05330, 2.23961, -0.87325], [1.23681, 3.02938, 0.29529], [2.26437, 1.81239, 2.02681], [3.46732, 2.62486, 1.02250], [4.19389, 0.34293, 1.52792], [3.91999, 0.51657, -0.20950], [-0.82210, -1.26200, 1.12336], [-0.28902, -0.66618, 2.08410], [0.10362, 0.53923, 1.98416], [-0.01593, -1.39330, 3.38273], [0.36638, -2.80994, 3.04441], [-0.24527, -3.73045, 4.08398], [-0.77987, -2.78376, 5.14925], [-1.18790, -1.54987, 4.34553], [0.83907, -0.92882, 3.86736], [1.38428, -2.86620, 2.96479], [0.00705, -3.00783, 2.10761], [0.50967, -4.43164, 4.42740], [-1.04573, -4.27754, 3.59120], [0.00259, -2.53013, 5.86566], [-1.60582, -3.22826, 5.69901], [-1.31763, -0.66085, 4.95803], [-2.11196, -1.73025, 3.79146], [-0.33722, -2.19985, -1.81239], [-0.34608, -1.19287, -2.67151], [-0.80093, 0.39669, -2.12919], [-0.12836, -1.43491, -3.95546], [-0.00775, -0.48695, -5.03257], [0.79792, 0.63448, -4.90960], [0.90719, 1.50419, -5.98316], [0.23584, 1.24019, -7.16915], [-0.54477, 0.09883, -7.28747], [-0.67102, -0.77126, -6.21615], [-0.52194, -2.02396, -0.83506], [-0.02342, -3.11833, -2.08605], [-0.13330, -2.40518, -4.24312], [1.35240, 0.81357, -4.00010], [1.53449, 2.38106, -5.89942], [0.33121, 1.91842, -8.00571], [-1.06026, -0.11539, -8.21306], [-1.28849, -1.65702, -6.29792]], "lowdin_spin": [4.187, 0.006, 0.012, 0.018, 0.020, 0.002, 0.016, 0.000, 0.000, 0.000, 0.000, 0.000, 0.001, 0.089, 0.007, 0.003, 0.020, 0.029, 0.206, 0.003, 0.003, 0.000, 0.003, 0.001, 0.000, 0.048, 0.011, 0.092, 0.002, 0.001, 0.000, 0.000, 0.000, 0.000, 0.000, 0.000, 0.000, 0.000, 0.000, 0.000, 0.000, 0.000, 0.006, 0.025, 0.161, 0.011, 0.004, 0.005, 0.001, 0.001, 0.001, 0.000, 0.000, 0.000, 0.000, 0.001, 0.000, 0.000, 0.000, 0.000], "spin_multiplicity": 6, "total_charge": 2, "orbital_gap_ev": [9.13, 6.43], "e_lumo_ev": [-4.8, -7.5], "s2": 8.763}


Stability, lowest: (A)


(A)
{"formula": "C7H14N", "method": "ωB97M-V with the def2-TZVPD basis set", "elements": ["C", "N", "C", "C", "C", "C", "C", "C", "H", "H", "H", "H", "H", "H", "H", "H", "H", "H", "H", "H", "H", "H"], "xyz": [[0.49678, -1.02026, 2.37036], [-0.15473, 0.09797, 1.65986], [0.89276, 0.93132, 1.06053], [0.99399, 0.91204, -0.23795], [-0.04407, 0.15541, -0.96345], [0.16609, -0.95897, -1.91302], [-0.80120, 1.28098, -1.67577], [-0.84767, -0.38642, 0.36808], [1.04129, -1.62369, 1.69108], [1.19745, -0.82856, 3.14664], [-0.23873, -1.61437, 2.95783], [-0.63273, 0.71564, 2.31364], [1.43536, 1.45072, 1.74739], [1.68188, 1.39310, -0.93479], [-0.83156, -1.46771, -2.12696], [0.78312, -1.79461, -1.55728], [0.35744, -0.56152, -2.86230], [-0.31914, 1.28291, -2.73361], [-0.64449, 2.26467, -1.14662], [-1.88879, 1.13805, -1.69188], [-1.84766, 0.02879, 0.15978], [-0.79539, -1.39548, 0.36847]], "nbo_charge": [-0.439, -0.363, -0.088, -0.110, -0.083, -0.623, -0.613, -0.214, 0.235, 0.251, 0.242, 0.449, 0.227, 0.261, 0.234, 0.233, 0.237, 0.236, 0.229, 0.232, 0.249, 0.217], "total_charge": 1, "orbital_gap_ev": 11.49, "e_lumo_ev": -3.0}


(B)
{"formula": "C7H14N", "method": "ωB97M-V with the def2-TZVPD basis set", "elements": ["C", "C", "C", "C", "C", "C", "C", "N", "H", "H", "H", "H", "H", "H", "H", "H", "H", "H", "H", "H", "H", "H"], "xyz": [[2.20269, -2.53640, 2.55279], [1.95827, -1.69188, 1.35248], [0.73029, -1.30077, 0.99445], [0.37605, -0.58442, -0.20539], [-0.88002, -0.15039, -0.44270], [-1.13185, 0.50883, -1.77164], [-1.82293, 1.85727, -1.69929], [-1.04917, 2.75052, -0.77324], [3.16135, -3.06290, 2.45114], [1.52413, -3.39485, 2.50259], [2.18851, -2.06733, 3.53195], [2.82274, -1.52020, 0.71565], [-0.11025, -1.51694, 1.65227], [1.19398, -0.35614, -0.86672], [-1.67914, -0.30877, 0.26840], [-0.19201, 0.55922, -2.33597], [-1.77590, -0.01579, -2.49514], [-2.81670, 1.72469, -1.25455], [-2.10784, 2.22061, -2.68832], [-0.08817, 2.91685, -1.06956], [-0.98511, 2.33132, 0.16027], [-1.51893, 3.63748, -0.57947]], "nbo_charge": [-0.673, -0.085, -0.273, -0.140, -0.290, -0.455, -0.236, -0.671, 0.229, 0.233, 0.240, 0.202, 0.203, 0.204, 0.219, 0.224, 0.247, 0.226, 0.255, 0.444, 0.452, 0.444], "total_charge": 1, "orbital_gap_ev": 8.23, "e_lumo_ev": -3.6}


Stability, lowest: (A)


(A)
{"formula": "C3H9NOS", "method": "ωB97M-V with the def2-TZVPD basis set", "elements": ["N", "C", "O", "H", "H", "H", "C", "C", "S", "H", "H", "H", "H", "H", "H"], "xyz": [[-2.13123, 3.52291, 0.77216], [-3.28021, 3.90473, 1.38885], [-4.00480, 3.10159, 1.98493], [-1.46333, 4.23472, 0.33668], [-2.03328, 2.56873, 0.49009], [-3.25418, 4.98631, 1.16357], [1.23281, -3.08838, -0.10808], [2.04199, -1.79795, -0.62038], [3.25325, -2.36858, -1.75801], [0.73259, -3.59660, -1.00838], [2.13623, -3.75402, 0.17581], [0.53903, -3.13383, 0.72633], [2.53012, -1.09534, 0.17403], [1.46866, -1.05783, -1.14093], [2.23232, -2.42645, -2.57668]], "nbo_charge": [-0.824, 0.518, -0.592, 0.395, 0.396, 0.107, -0.633, -0.557, 0.004, 0.208, 0.215, 0.220, 0.225, 0.209, 0.110], "orbital_gap_ev": 9.72, "e_lumo_ev": 0.6}


(B)
{"formula": "C3H9NOS", "method": "ωB97M-V with the def2-TZVPD basis set", "elements": ["N", "C", "C", "O", "C", "S", "H", "H", "H", "H", "H", "H", "H", "H", "H"], "xyz": [[1.88998, -1.36043, -0.05810], [0.75256, -0.43233, -0.26760], [1.20261, 0.92751, 0.30021], [0.41621, 1.94863, -0.20781], [-0.47131, -0.94880, 0.45219], [-1.96286, -0.17244, -0.14442], [2.64511, -0.99076, -0.68480], [1.64939, -2.26349, -0.44742], [0.43982, -0.32943, -1.26374], [2.23823, 1.12982, 0.10814], [1.14471, 0.89844, 1.39681], [0.69249, 2.76363, 0.12212], [-0.63574, -2.01701, 0.27836], [-0.38281, -0.79876, 1.52047], [-1.84814, 1.02227, 0.44124]], "nbo_charge": [-0.824, -0.091, -0.053, -0.718, -0.528, -0.035, 0.354, 0.355, 0.184, 0.158, 0.154, 0.469, 0.224, 0.221, 0.132], "orbital_gap_ev": 9.62, "e_lumo_ev": 0.8}


Stability, lowest: (A)


(A)
{"formula": "C5H7N3", "method": "ωB97M-V with the def2-TZVPD basis set", "elements": ["C", "C", "C", "C", "C", "N", "N", "N", "H", "H", "H", "H", "H", "H", "H"], "xyz": [[-2.30123, 0.24236, 0.17236], [0.07022, -0.87181, -0.02672], [0.89101, 1.21468, 0.40011], [-0.43626, 1.72169, -0.25490], [-0.27088, -2.27600, -0.20355], [-3.10544, -0.07262, 0.91228], [0.89751, -0.17302, 0.51762], [-1.30512, 0.61247, -0.59599], [1.70017, 1.42483, -0.23086], [1.08832, 1.78096, 1.25682], [-1.04451, 2.27457, 0.41763], [-0.11256, 2.25760, -1.09160], [0.60537, -2.91114, 0.17457], [-0.27828, -2.69698, -1.16792], [-1.25736, -2.58669, 0.29227]], "nbo_charge": [0.394, 0.567, -0.246, -0.232, -0.742, -0.448, -0.368, -0.571, 0.209, 0.219, 0.208, 0.200, 0.263, 0.263, 0.284], "orbital_gap_ev": 9.22, "e_lumo_ev": 0.3}


(B)
{"formula": "C5H7N3", "method": "ωB97M-V with the def2-TZVPD basis set", "elements": ["C", "C", "C", "C", "C", "N", "N", "N", "H", "H", "H", "H", "H", "H", "H"], "xyz": [[-1.06175, 1.27316, -0.95444], [-1.26936, -0.07282, -0.61658], [0.71527, 2.85325, -0.32297], [0.88681, -0.57159, 0.29623], [1.56129, -0.49603, 1.41540], [-0.00069, 1.96437, -0.72912], [-0.39498, -0.85334, 0.02110], [-0.80445, -2.19187, 0.18856], [-1.83791, 1.75595, -1.53802], [-2.19206, -0.54490, -0.90638], [1.65627, 3.09704, -0.79249], [1.10389, -0.49089, 2.41019], [2.63134, -0.37276, 1.40183], [-0.16231, -2.65686, 0.82397], [-0.83135, -2.69271, -0.69727]], "nbo_charge": [-0.108, -0.070, 0.037, 0.036, -0.493, -0.324, -0.181, -0.629, 0.213, 0.216, 0.170, 0.185, 0.207, 0.379, 0.363], "orbital_gap_ev": [6.85, 6.99], "e_lumo_ev": [0.2, 0.2]}


(C)
{"formula": "C5H7N3", "method": "ωB97M-V with the def2-TZVPD basis set", "elements": ["C", "N", "N", "C", "C", "C", "N", "C", "H", "H", "H", "H", "H", "H", "H"], "xyz": [[-0.48077, -0.94587, 1.30706], [0.39398, -1.55007, 0.58762], [0.45096, -0.94568, -0.78472], [1.77404, -0.21183, -0.97505], [0.39337, 0.48545, -1.15107], [-0.15561, 1.24297, -0.07258], [-1.50887, 1.49770, 0.45258], [-1.08504, 0.19643, 0.57295], [-0.71868, -1.21471, 2.37862], [2.50493, -0.72834, -1.62281], [2.37548, 0.07587, -0.06692], [0.23675, 0.49418, -2.19484], [0.48659, 1.67794, 0.59869], [-1.33292, 2.33901, 1.24340], [-1.58053, -0.26048, -0.21237]], "nbo_charge": [0.041, -0.204, -0.303, -0.271, -0.093, -0.135, -0.530, -0.117, 0.209, 0.222, 0.194, 0.228, 0.191, 0.364, 0.204], "orbital_gap_ev": 9.58, "e_lumo_ev": 0.7}


Stability, lowest: (C)